Below is a molecular structure, C11H18ClEuNiO3S at a distorted geometry, with properties calculated with ωB97M-V with the def2-TZVPD basis set.

Each line ends with the Mulliken spin population.
Atoms and positions in Å:
H -1.47950 0.42399 7.40950  0.0000
C 2.12843 0.87276 -5.29873  -0.0019
H -2.32116 -1.93362 -0.39775  0.0012
H -3.09803 -0.32437 -0.84418  -0.0023
O 0.43600 -1.66881 0.93854  0.0037
S 1.44455 -0.77885 1.60139  -0.0056
H 2.57711 0.65254 -6.28146  -0.0165
H 2.72260 0.37949 -4.51137  0.0051
C 0.33932 1.06631 3.36877  0.0008
C -0.16391 0.52291 5.68438  0.0005
Ni 0.26243 0.41655 -5.16692  0.1877
C -0.07568 1.45600 4.64117  0.0014
C 0.70015 -0.26716 3.15146  0.0005
H -2.50081 -1.45487 -2.16490  0.0009
C 0.65345 -0.88637 -6.35034  0.8027
H -0.13115 -1.53021 -6.81772  0.0039
H 2.13762 1.96379 -5.12817  0.0093
C -2.36050 -1.10084 -1.12945  -0.0277
H -1.93122 1.33633 -5.75728  0.0072
O 1.48772 0.48457 0.79373  0.0048
H 0.42493 1.82140 2.58900  0.0006
C 0.48887 -1.23848 4.13616  -0.0011
C -1.51657 0.32319 -5.89080  -0.0009
Eu -0.11450 -0.18404 -0.87878  7.0356
Cl -0.20791 1.25494 -3.21001  -0.0055
H -1.54303 0.05845 -6.95936  -0.0137
H 1.69392 -1.26062 -6.51016  0.0044
O 2.71178 -1.38461 1.89909  -0.0021
H 0.23048 0.64621 7.80263  0.0000
C -0.55474 0.92356 7.08478  -0.0001
H -0.05100 -1.58355 6.18983  0.0001
H 0.70702 -2.28301 3.92193  0.0001
C 0.06886 -0.83294 5.40385  0.0005
H -0.72229 2.00251 7.15349  0.0000
H -2.13362 -0.39460 -5.32785  0.0062
H -0.30964 2.50145 4.85551  0.0001

- multiplicity = 9
- charge = -2
- maximum force (eV/A) = 2.52
- expectation value of S² = 20.022
- electronic energy (eV) = -101567.4195
- LUMO (spin up / spin down) (Eh) = 0.1329 / 0.1328
- molar mass (g/mol) = 476.44